Record 1
Below is a 2-piece molecular cluster, C4H6O2 overall, with properties calculated with ωB97M-V with the def2-TZVPD basis set.

```
12
Properties=species:S:1:pos:R:3:nbo_charge:R:1
C -0.389 0.205 -0.700 -0.512
C 1.103 0.176 -0.890 -0.451
C 0.902 -0.317 0.460 -0.287
H -0.936 -0.520 -1.324 0.241
H -0.817 1.217 -0.799 0.239
H 1.438 -0.538 -1.621 0.214
H 1.570 1.150 -0.959 0.219
H 1.231 0.267 1.337 0.243
H 0.833 -1.388 0.653 0.220
O -2.422 -0.805 0.794 -0.557
C -1.562 -0.071 1.132 1.010
O -1.010 0.612 1.911 -0.579
```

## Properties
**E_LUMO**: 0.8 eV
**Relative energy (zero: lowest compared OMol25 entry of this formula, charge and spin)**: 55.9 kcal/mol
**Multiplicity**: 1
**E**: -8338.0376 eV
**Highest occupied orbital energy**: -9.70 eV
**Max |F|**: 2.8 eV/Å
**Orbital gap**: 10.5 eV
**Charge**: 0



Record 2
Below is C12H17Cl3GeN5OS2V as an isolated structure, with properties calculated with ωB97M-V with the def2-TZVPD basis set.

```
42
Properties=species:S:1:pos:R:3:lowdin_spin:R:1
V -0.651 -0.268 1.407 1.336
N 1.238 1.995 3.277 -0.013
C 1.302 0.697 3.550 -0.001
N 0.673 -0.270 2.834 -0.014
C 1.024 -1.560 3.319 0.006
C 1.824 -1.537 4.388 -0.005
S 2.234 0.080 4.843 0.000
C 0.412 -2.661 2.598 0.005
C 0.520 -3.986 2.749 -0.002
S -0.520 -4.822 1.657 0.000
C -1.073 -3.327 1.016 0.003
N -0.477 -2.262 1.580 -0.007
N -1.986 -3.268 0.050 0.002
H 0.853 2.339 2.414 -0.004
H 1.707 2.667 3.869 0.000
H 2.200 -2.373 4.957 0.000
H 1.135 -4.537 3.444 0.000
H -2.415 -4.111 -0.304 0.000
H -2.409 -2.398 -0.225 0.000
Cl -2.369 2.099 4.374 -0.052
Ge -2.075 1.640 2.359 -0.120
Cl -3.236 2.840 1.082 -0.062
Cl -2.861 -0.563 2.029 -0.041
O -0.020 0.281 -0.157 -0.024
C 0.313 0.850 -1.315 0.000
C -0.441 2.036 -1.792 0.000
C -1.202 1.775 -3.113 0.000
C -0.316 1.794 -4.354 0.000
C 0.753 0.706 -4.404 0.000
C 1.792 0.790 -3.292 0.000
N 1.280 0.320 -1.976 -0.003
H 0.276 2.850 -1.945 0.000
H -1.131 2.337 -1.004 0.000
H -1.947 2.566 -3.196 0.000
H -1.755 0.833 -3.045 0.000
H 0.163 2.775 -4.435 0.000
H -0.953 1.698 -5.233 0.000
H 1.303 0.794 -5.342 0.000
H 0.303 -0.291 -4.407 0.000
H 2.155 1.812 -3.166 0.000
H 2.648 0.158 -3.512 0.000
H 1.728 -0.498 -1.577 0.000
```

## Properties
**E_LUMO (alpha / beta)**: -12.3 / -11.0 eV
**Relative energy (zero: lowest compared OMol25 entry of this formula, charge and spin)**: 0.0 kcal/mol
**Multiplicity**: 2
**E**: -163637.4534 eV
**Highest occupied orbital energy (alpha / beta)**: -17.28 / -17.30 eV
**Max |F|**: 0.3 eV/Å
**Orbital gap (alpha / beta)**: 5.0 / 6.3 eV
**Charge**: +3



Record 3
Below is C23H26As2N3O2Ti as an isolated structure, with properties calculated with ωB97M-V with the def2-TZVPD basis set.

```
57
Properties=species:S:1:pos:R:3:lowdin_spin:R:1
Ti -0.167 0.279 0.342 1.758
O 3.067 1.541 -2.358 0.000
C 4.065 0.835 -1.783 0.000
C 5.261 0.741 -2.492 0.000
C 6.321 0.035 -1.965 -0.001
C 6.216 -0.598 -0.725 0.000
C 5.033 -0.521 -0.029 0.000
C 3.937 0.190 -0.541 0.000
C 2.674 0.215 0.199 0.006
O 1.688 0.971 -0.241 0.029
N 2.554 -0.556 1.268 0.004
N 1.254 -0.522 1.685 0.009
C 0.901 -1.015 2.813 0.019
C -0.529 -0.917 3.143 0.008
C -1.052 -1.366 4.341 0.001
C -2.413 -1.226 4.575 0.006
C -3.213 -0.636 3.613 0.001
C -2.615 -0.195 2.443 0.015
N -1.311 -0.325 2.200 0.020
H 2.340 1.593 -1.709 0.000
H 5.333 1.243 -3.447 0.000
H 7.247 -0.021 -2.523 0.000
H 7.055 -1.144 -0.318 0.000
H 4.921 -1.008 0.929 0.000
H 1.625 -1.464 3.486 0.001
H -0.403 -1.818 5.078 0.000
H -2.841 -1.575 5.505 0.000
H -4.275 -0.511 3.764 0.000
H -3.201 0.287 1.671 0.004
C -3.458 2.869 -0.092 0.005
As -1.607 2.467 -0.519 0.049
C -0.800 4.200 -0.179 0.004
C -1.690 2.424 -2.468 0.009
C -2.078 3.566 -3.165 0.000
C -2.146 3.562 -4.548 0.001
C -1.830 2.408 -5.253 0.001
C -1.450 1.265 -4.569 0.001
C -1.374 1.261 -3.178 0.010
As -0.865 -0.375 -2.249 0.036
C 0.526 -1.091 -3.390 0.002
C -2.351 -1.534 -2.700 -0.001
H -3.785 3.764 -0.617 0.000
H -3.543 3.028 0.983 0.000
H -4.085 2.028 -0.383 0.000
H -1.356 5.004 -0.656 0.000
H 0.224 4.187 -0.549 0.000
H -0.781 4.364 0.898 0.000
H -2.326 4.472 -2.625 0.000
H -2.443 4.459 -5.076 0.000
H -1.878 2.400 -6.333 0.000
H -1.207 0.371 -5.129 0.000
H 0.147 -1.294 -4.389 0.000
H 0.894 -2.017 -2.950 0.000
H 1.343 -0.371 -3.437 0.000
H -2.514 -1.515 -3.776 0.000
H -3.251 -1.191 -2.193 0.000
H -2.123 -2.549 -2.378 0.000
```

## Properties
**E_LUMO (alpha / beta)**: -3.8 / -3.7 eV
**Relative energy (zero: lowest compared OMol25 entry of this formula, charge and spin)**: 4.6 kcal/mol
**Multiplicity**: 3
**E**: -177626.0767 eV
**Highest occupied orbital energy (alpha / beta)**: -10.20 / -10.55 eV
**Max |F|**: 0.7 eV/Å
**Orbital gap (alpha / beta)**: 6.4 / 6.8 eV
**Charge**: +1



Record 4
Below is a 8-piece molecular cluster, H16O8 overall, with properties calculated with ωB97M-V with the def2-TZVPD basis set.

```
24
Properties=species:S:1:pos:R:3:nbo_charge:R:1
O 6.843 14.214 0.488 -0.948
H 6.962 15.061 0.041 0.472
H 5.887 14.115 0.577 0.478
O 2.844 16.241 2.443 -0.962
H 3.721 16.091 2.854 0.477
H 3.029 16.534 1.545 0.465
O 5.004 16.764 7.207 -0.938
H 5.840 16.629 6.740 0.483
H 4.688 17.624 6.911 0.456
O 5.957 11.743 2.039 -0.937
H 5.849 11.463 1.123 0.464
H 6.910 11.837 2.152 0.474
O 4.829 16.469 4.280 -0.963
H 3.962 16.594 4.695 0.513
H 5.113 17.359 4.029 0.491
O 6.883 14.773 3.838 -1.005
H 6.765 14.506 2.916 0.505
H 6.114 15.348 4.038 0.497
O 8.320 15.441 6.133 -0.963
H 8.758 16.241 5.826 0.460
H 7.822 15.120 5.359 0.490
O 5.788 12.629 5.565 -0.951
H 6.272 13.375 5.178 0.479
H 5.011 13.024 5.974 0.462
```

## Properties
**E_LUMO**: -0.3 eV
**Relative energy (zero: lowest compared OMol25 entry of this formula, charge and spin)**: 53.1 kcal/mol
**Multiplicity**: 1
**E**: -16639.7079 eV
**Highest occupied orbital energy**: -10.55 eV
**Max |F|**: 0.8 eV/Å
**Orbital gap**: 10.2 eV
**Charge**: 0



Record 5
Below is a 2-piece molecular cluster, C6H13N overall, with properties calculated with ωB97M-V with the def2-TZVPD basis set.

```
20
Properties=species:S:1:pos:R:3:nbo_charge:R:1
C -0.702 -0.623 2.896 -0.600
C -1.072 -0.140 1.491 -0.454
C 0.114 0.287 0.679 0.027
N 0.173 0.065 -0.596 -0.239
C -0.069 -0.785 -1.618 -0.267
C 1.136 0.080 -1.685 -0.061
C 1.270 1.318 -2.541 -0.632
H -0.157 0.144 3.458 0.202
H -0.074 -1.519 2.854 0.214
H -1.605 -0.870 3.464 0.213
H -1.588 -0.942 0.946 0.220
H -1.783 0.693 1.573 0.213
H 0.914 -1.975 0.513 -0.076
H 0.925 0.861 1.120 0.196
H -0.952 -0.825 -2.240 0.209
H 0.643 -2.100 -0.196 0.012
H 2.091 -0.389 -1.414 0.178
H 1.715 1.022 -3.498 0.221
H 0.288 1.754 -2.748 0.214
H 1.918 2.082 -2.095 0.209
```

## Properties
**E_LUMO**: 1.2 eV
**Relative energy (zero: lowest compared OMol25 entry of this formula, charge and spin)**: 101.8 kcal/mol
**Multiplicity**: 1
**E**: -7918.4195 eV
**Highest occupied orbital energy**: -7.17 eV
**Max |F|**: 0.3 eV/Å
**Orbital gap**: 8.3 eV
**Charge**: 0



Record 6
Below is a 2-piece molecular cluster, C5H10O4 overall, with properties calculated with ωB97M-V with the def2-TZVPD basis set.

```
19
Properties=species:S:1:pos:R:3:nbo_charge:R:1
C -1.162 0.292 0.023 0.749
C 0.932 0.152 -0.498 -0.566
C -1.872 -0.557 -0.990 -0.693
C 1.464 -1.249 -0.281 -0.638
C 0.832 1.033 1.359 0.523
O -1.061 -0.413 1.200 -0.260
O 0.000 0.067 2.042 -0.270
O -1.446 1.557 -0.003 -0.672
O 0.466 2.224 1.274 -0.674
H -0.753 2.076 0.614 0.501
H 1.860 0.795 1.648 0.166
H 0.403 0.249 -1.447 0.229
H 1.715 0.906 -0.596 0.238
H -2.877 -0.764 -0.615 0.253
H -1.357 -1.502 -1.145 0.237
H -1.958 -0.007 -1.924 0.243
H 2.003 -1.612 -1.161 0.214
H 0.660 -1.956 -0.068 0.212
H 2.149 -1.292 0.568 0.209
```

## Properties
**E_LUMO**: 0.1 eV
**Relative energy (zero: lowest compared OMol25 entry of this formula, charge and spin)**: 148.4 kcal/mol
**Multiplicity**: 1
**E**: -13531.4569 eV
**Highest occupied orbital energy**: -9.24 eV
**Max |F|**: 0.7 eV/Å
**Orbital gap**: 9.3 eV
**Charge**: 0